Entry A
ORCA calculation (ωB97M-V/def2-TZVPD) on a cluster of 2 separate species, C3H11NO2S in total.

Each line ends with the natural charge from an NBO analysis.
Cartesian coordinates (Å):
N -0.36 1.31 0.19  -0.849
C -0.47 0.04 0.90  -0.089
C -1.76 -0.65 0.50  -0.054
O -2.86 0.23 0.56  -0.727
C 0.71 -0.94 0.73  -0.538
S 2.18 -0.30 1.54  -0.040
H -0.37 1.11 -0.81  0.368
H 0.59 1.64 0.32  0.372
H -0.60 0.24 1.97  0.185
H -1.67 -1.03 -0.52  0.148
H -1.94 -1.49 1.18  0.174
H -2.48 1.14 0.59  0.488
H 0.43 -1.92 1.11  0.215
H 0.89 -1.05 -0.33  0.218
H 3.09 -0.71 0.65  0.125
O 1.22 0.81 -2.64  -0.949
H 1.78 1.55 -2.93  0.478
H 1.61 0.02 -3.01  0.474

## Properties
Spin multiplicity: 1
HOMO in eV: -9.3
SMILES string: N[C@@H](CO)CS.O
Lowest unoccupied orbital energy in eV: 0.33

***

Entry B
ORCA calculation (ωB97M-V/def2-TZVPD) on a cluster of 2 separate species, C3H11NO2S in total.

Each line ends with the natural charge from an NBO analysis.
Cartesian coordinates (Å):
N 0.38 -0.99 -0.91  -0.908
C -0.39 0.32 -0.53  -0.067
C -1.71 -0.19 0.18  -0.084
O -1.98 -1.55 -0.26  -0.755
C 0.48 1.29 0.28  -0.578
S 1.79 2.12 -0.66  -0.013
H 1.12 -0.62 -1.54  0.376
H 0.91 -1.56 -0.18  0.371
H -0.76 0.74 -1.59  0.199
H -1.40 -0.06 1.31  0.176
H -2.46 0.65 -0.02  0.192
H -1.48 -1.95 -0.92  0.508
H -0.04 2.22 0.72  0.229
H 0.70 0.67 1.16  0.235
H 2.66 1.76 0.22  0.123
O -0.42 -2.48 2.10  -0.940
H -0.49 -2.10 1.25  0.466
H -1.19 -2.98 2.19  0.471

## Properties
Spin multiplicity: 1
HOMO in eV: -9.5
SMILES string: N[C@@H](CO)CS.O
Lowest unoccupied orbital energy in eV: 0.76

***

Tell me which of them is the most stable. Sure, it is entry A.

***

Entry A
ORCA calculation (ωB97M-V/def2-TZVPD) on a structure of composition C2H2Cl2NOP.

Each line ends with the natural charge from an NBO analysis.
Cartesian coordinates (Å):
C -0.39 -1.39 0.35  0.350
C 0.49 0.17 -0.81  -0.291
N 0.73 -0.99 -0.16  -0.467
O -1.50 -0.85 -0.14  -0.669
P -1.19 0.55 -0.92  0.830
Cl 1.81 0.97 -1.60  0.047
Cl 0.80 2.36 1.05  -0.267
H -0.54 -2.34 0.79  0.190
H -0.20 1.52 1.44  0.276

## Properties
Spin multiplicity: 1
HOMO in eV: -9.0
Lowest unoccupied orbital energy in eV: -0.43

***

Entry B
ORCA calculation (ωB97M-V/def2-TZVPD) on a cluster of 2 separate species, C2H2Cl2NOP in total.

Each line ends with the natural charge from an NBO analysis.
Cartesian coordinates (Å):
C 0.27 -1.63 -0.47  0.164
C -0.13 -0.39 -0.04  -0.374
N 0.33 -2.74 -0.86  -0.255
O 3.76 1.54 1.00  -0.975
P 3.47 0.43 0.10  1.441
Cl 4.10 0.73 -1.73  -0.216
Cl 4.19 -1.29 0.90  -0.244
H -0.19 -0.33 0.97  0.218
H -0.63 0.21 -0.85  0.241

## Properties
Spin multiplicity: 1
HOMO (alpha / beta) in eV: -10.0 / -9.7
Lowest unoccupied orbital energy (alpha / beta) in eV: -2.49 / -1.78

***

Tell me which of them is the most stable. Sure, it is entry A.

***

Entry A
ORCA calculation (ωB97M-V/def2-TZVPD) on an isolated molecule of C2H3NOS2.

Each line ends with the natural charge from an NBO analysis.
Cartesian coordinates (Å):
O -1.78 -0.58 -1.07  -0.548
C -1.45 -0.70 0.07  0.543
N -0.64 0.21 0.77  -0.801
S 0.15 1.47 -0.10  0.541
C 1.58 0.64 -0.65  -0.522
S 2.12 -0.77 -0.07  0.034
H -1.74 -1.51 0.76  0.119
H -0.34 -0.02 1.69  0.412
H 2.10 1.25 -1.40  0.222

## Properties
Spin multiplicity: 1
HOMO in eV: -9.1
SMILES string: O=CNSC=S
Lowest unoccupied orbital energy in eV: -0.49

***

Entry B
ORCA calculation (ωB97M-V/def2-TZVPD) on an isolated molecule of C2H3NOS2.

Each line ends with the natural charge from an NBO analysis.
Cartesian coordinates (Å):
S 1.19 0.38 -2.91  -0.096
C 0.75 -0.40 -1.52  -0.086
N 0.31 0.22 -0.41  -0.312
O -0.15 -0.63 0.64  -0.331
C -0.74 0.01 1.70  0.022
S -1.06 1.59 1.89  -0.041
H 0.79 -1.48 -1.36  0.207
H -0.20 1.12 -0.46  0.423
H -0.90 -0.82 2.45  0.214

## Properties
Spin multiplicity: 1
HOMO in eV: -9.0
SMILES string: S=CNOC=S
Lowest unoccupied orbital energy in eV: -0.45

***

Entry C
ORCA calculation (ωB97M-V/def2-TZVPD) on an isolated molecule of C2H3NOS2.

Each line ends with the natural charge from an NBO analysis.
Cartesian coordinates (Å):
O 0.05 1.61 -0.04  -0.505
N -0.10 0.24 -0.08  -0.141
C -1.31 -0.37 0.11  -0.142
S -2.81 0.22 -0.06  0.054
C 1.02 -0.52 -0.16  -0.078
S 2.56 0.15 0.00  -0.104
H 1.00 1.73 0.15  0.492
H -1.16 -1.49 0.34  0.210
H 0.75 -1.57 -0.27  0.213

## Properties
Spin multiplicity: 1
HOMO in eV: -9.3
SMILES string: ON(C=S)C=S
Lowest unoccupied orbital energy in eV: -1.27

***

Tell me which of them is the most stable. Sure, it is entry A.

***

Entry A
ORCA calculation (ωB97M-V/def2-TZVPD) on an isolated molecule of C2H3NOS2.

Each line ends with the natural charge from an NBO analysis.
Cartesian coordinates (Å):
C -0.36 1.06 -0.17  0.041
N 0.87 1.16 -0.05  -0.600
S 2.15 0.41 0.02  0.570
S 1.58 -1.89 0.55  0.191
O 0.22 -1.30 -0.43  -0.701
C -0.80 -0.37 -0.03  -0.102
H -0.91 1.95 -0.36  0.204
H -1.11 -0.56 1.13  0.192
H -1.64 -0.47 -0.65  0.204

## Properties
Spin multiplicity: 1
HOMO in eV: -8.6
SMILES string: C1=NSSOC1
Lowest unoccupied orbital energy in eV: -0.70

***

Entry B
ORCA calculation (ωB97M-V/def2-TZVPD) on an isolated molecule of C2H3NOS2.

Each line ends with the natural charge from an NBO analysis.
Cartesian coordinates (Å):
O 1.42 1.26 2.79  -0.506
C 0.57 0.64 2.19  0.228
S 0.67 0.40 0.48  0.236
C -0.85 -0.51 0.19  -0.059
N -1.27 -0.91 -0.92  -0.557
S -0.63 -0.67 -2.46  0.241
H -0.28 0.17 2.69  0.135
H -1.42 -0.72 1.07  0.196
H 0.31 0.27 -2.21  0.085

## Properties
Spin multiplicity: 1
HOMO in eV: -9.3
SMILES string: O=CS/C=N\S
Lowest unoccupied orbital energy in eV: 0.47

***

Tell me which of them is the most stable. Sure, it is entry B.